(1)
26
Properties=species:S:1:pos:R:3:forces:R:3 method="wB97M-V/def2-TZVPD" orbital_gap_ev=9.39 lumo_ev=0.67
C -1.480 -0.243 -0.253 -1.000 0.166 -0.093
C 2.666 0.052 0.189 0.854 -0.531 -1.231
C 1.230 -0.113 0.438 -1.820 1.774 -0.545
C 0.290 1.148 -0.736 2.744 1.349 6.057
C -2.964 -0.444 -0.478 0.603 2.452 -1.135
C -1.549 2.038 0.612 0.644 0.281 2.667
C 1.118 -2.522 0.457 1.070 -4.151 -4.278
N -0.769 -1.278 -0.166 0.029 -1.470 -0.382
N -1.004 1.090 -0.241 0.176 -2.183 -3.059
N 0.586 -1.305 -0.114 1.885 1.098 1.716
O 3.031 -0.637 -0.961 0.032 0.890 0.754
O 3.467 0.745 0.782 -1.093 -0.517 -0.434
O 0.913 2.391 -0.571 -2.577 -0.079 -1.045
H 0.951 0.199 1.463 -0.058 -0.285 -0.487
H 0.571 0.639 -1.563 -0.011 -1.322 -3.001
H -3.483 -0.228 0.402 -0.928 0.286 1.687
H -3.336 -1.377 -0.836 0.475 -0.696 -0.372
H -3.257 0.403 -1.158 0.005 -0.987 0.262
H -2.573 2.303 0.533 -1.056 -0.321 -0.497
H -1.312 1.768 1.655 -0.522 -0.122 0.114
H -0.996 2.912 0.516 0.820 1.760 -0.515
H 0.488 -3.427 -0.075 1.688 2.147 1.267
H 2.271 -2.705 0.180 -2.606 0.723 0.057
H 1.154 -2.782 1.465 -0.839 0.649 2.218
H 2.193 -1.002 -1.291 0.175 -0.308 -0.176
H 1.795 2.375 -0.248 1.309 -0.606 0.450

(2)
22
Properties=species:S:1:pos:R:3:forces:R:3 method="wB97M-V/def2-TZVPD" orbital_gap_ev=10.08 lumo_ev=0.63 smiles=CC(C)[C@@H](C)N.O
C 1.804 0.105 0.489 1.524 1.407 2.049
C 0.526 -0.678 0.969 0.652 3.260 1.657
C -0.238 0.369 1.905 -1.201 -3.059 -1.040
C -0.252 -1.234 -0.164 -0.244 -2.061 0.242
C -1.532 -1.982 0.309 0.422 0.971 0.998
N -0.583 -0.454 -1.326 2.659 2.516 -2.467
H 2.330 -0.275 -0.365 -0.060 -0.622 -0.707
H 1.638 1.254 0.234 -0.018 -2.400 0.753
H 2.666 0.065 1.322 -2.048 0.321 -1.555
H 0.747 -1.530 1.627 0.460 0.206 -0.246
H -1.260 -0.112 2.117 1.734 0.774 0.798
H -0.527 1.191 1.313 0.050 1.431 -0.669
H 0.417 0.652 2.723 -0.478 -0.005 0.275
H 0.512 -1.959 -0.513 -0.825 -0.226 -0.350
H -2.146 -1.279 0.919 0.205 -0.474 -0.561
H -1.386 -2.871 0.956 0.203 0.394 -0.573
H -2.067 -2.189 -0.589 -0.581 -0.587 -0.430
H 0.363 -0.404 -1.934 -3.045 0.217 1.667
H -0.865 0.571 -1.186 0.590 -2.120 0.141
O 0.168 3.095 -1.938 -2.683 -0.366 0.011
H 1.032 3.054 -1.565 0.575 -0.289 0.952
H -0.560 2.775 -1.317 2.109 0.713 -0.945

(3)
16
Properties=species:S:1:pos:R:3:forces:R:3 method="wB97M-V/def2-TZVPD" orbital_gap_ev=6.41 lumo_ev=-0.36
K -1.520 -2.168 2.870 -0.184 -0.387 0.439
Cl -1.240 0.527 1.912 0.079 0.387 -0.254
C -0.786 0.590 0.202 -0.026 0.041 0.184
C -0.540 1.862 -0.284 -0.006 -0.038 0.019
C -0.180 2.019 -1.610 -0.009 -0.052 -0.027
C -0.080 0.891 -2.411 0.010 0.039 0.020
C -0.333 -0.365 -1.889 0.031 -0.031 -0.091
Cl -0.180 -1.705 -2.985 -0.009 -0.002 0.056
C -0.702 -0.597 -0.545 -0.083 -0.087 0.056
S -1.030 -2.192 0.069 0.134 0.156 -0.414
H -0.635 2.713 0.375 0.000 -0.008 0.006
H 0.015 3.003 -2.014 0.002 -0.014 -0.003
H 0.196 0.976 -3.453 -0.003 -0.011 0.011
N 2.396 -1.846 3.263 -0.059 -0.003 0.009
C 1.297 -2.045 3.566 0.119 0.012 -0.002
H 3.321 -1.664 2.933 0.007 -0.001 -0.008

(4)
36
Properties=species:S:1:pos:R:3:forces:R:3 method="wB97M-V/def2-TZVPD" total_charge=+1 orbital_gap_ev="3.20 / 4.88" lumo_ev="-5.17 / -7.02" spin_multiplicity=5
C 0.665 0.984 1.658 1.781 -0.080 1.404
N -0.186 1.980 1.959 -3.949 1.585 0.439
N -1.108 2.651 2.168 3.879 -2.379 -0.839
C 2.068 1.192 1.897 -0.694 0.607 -0.027
C 2.969 0.111 2.046 0.457 -0.248 -0.194
C 4.331 0.336 2.223 -0.813 -0.290 -0.105
C 4.822 1.644 2.274 0.139 0.229 -0.142
Br 6.680 1.954 2.405 -0.715 -0.136 0.006
C 3.941 2.734 2.197 -1.024 -0.032 -0.104
C 2.573 2.511 2.030 1.004 0.396 0.128
H 0.286 -0.044 1.573 -0.385 0.562 -0.191
H 2.564 -0.900 2.027 0.264 0.142 -0.081
H 5.016 -0.496 2.304 -0.046 -0.038 0.052
H 4.318 3.746 2.254 0.006 -0.065 0.041
H 1.889 3.363 1.997 0.321 -0.219 -0.102
O -4.271 -3.800 -1.510 1.202 1.944 -0.017
C -3.645 -2.828 -1.451 -2.501 -3.476 -0.422
Fe -2.631 -1.437 -1.120 -1.737 0.965 0.907
C -3.739 -0.817 0.110 -1.955 1.029 2.161
O -4.421 -0.512 0.993 1.092 -0.497 -1.457
C -1.801 -2.290 0.190 2.102 -2.240 3.642
O -1.371 -2.804 1.144 -0.852 1.262 -2.287
C -1.114 0.367 -0.826 0.756 1.054 -0.149
C 0.057 -0.195 -1.378 0.426 0.640 0.655
C -0.003 -1.282 -2.203 0.277 -0.883 -0.387
C -1.232 -1.953 -2.515 1.473 -0.970 -1.876
C -2.302 -1.260 -3.172 0.195 -0.409 -0.047
C -2.581 0.060 -2.868 -0.580 1.006 -1.854
C -2.303 0.556 -1.580 -0.186 0.445 1.089
H -1.122 0.797 0.177 0.042 0.178 -0.669
H 1.041 0.212 -1.107 -0.385 -0.274 0.112
H 0.920 -1.727 -2.581 -0.170 -0.035 0.335
H -1.187 -3.040 -2.679 0.251 0.611 -0.377
H -2.885 -1.785 -3.932 0.196 0.103 0.197
H -3.266 0.633 -3.493 -0.042 -0.314 0.196
H -2.973 1.336 -1.211 0.169 -0.174 -0.035

(5)
47
Properties=species:S:1:pos:R:3:forces:R:3 method="wB97M-V/def2-TZVPD" orbital_gap_ev=8.66 lumo_ev=0.36 smiles="COc1cc(CC(=O)Nc2cc(S(C)(=O)=O)ccc2Cl)cc(OC)c1OC"
C -2.863 0.106 -2.330 -0.203 0.252 -0.060
O -1.919 -0.815 -1.823 0.234 -0.199 0.285
C -1.576 -0.746 -0.513 0.247 -0.259 0.002
C -2.150 0.110 0.413 -0.118 -0.061 0.004
C -1.716 0.102 1.732 -0.051 -0.555 -0.021
C -2.141 1.236 2.637 -0.046 0.124 -0.361
C -1.366 2.351 1.950 -0.110 0.107 0.554
O -1.857 3.165 1.218 -0.093 0.096 -0.226
N 0.013 2.207 2.117 0.294 0.342 0.503
C 0.879 1.981 1.061 0.317 -0.111 -0.288
C 0.498 2.129 -0.272 -0.214 0.071 -0.015
C 1.352 1.747 -1.281 -0.191 -0.111 -0.416
S 0.768 1.833 -2.980 0.191 -0.301 -0.266
C 0.759 0.106 -3.527 0.020 0.747 0.478
O 1.738 2.548 -3.766 0.255 -0.177 0.077
O -0.583 2.326 -2.970 -0.205 -0.148 0.232
C 2.618 1.258 -1.021 0.194 -0.043 0.027
C 3.026 1.126 0.295 -0.104 -0.001 -0.172
C 2.157 1.468 1.315 -0.149 0.114 -0.170
Cl 2.653 1.220 2.958 0.092 -0.002 0.177
C -0.716 -0.773 2.125 -0.119 -0.099 0.091
C -0.110 -1.627 1.208 0.088 -0.015 -0.157
O 0.924 -2.462 1.531 -0.287 0.179 -0.444
C 1.371 -2.503 2.866 0.099 -0.003 0.239
C -0.531 -1.609 -0.128 -0.019 -0.072 -0.264
O 0.039 -2.314 -1.155 -0.084 0.443 0.324
C 0.525 -3.618 -0.915 0.228 -0.395 -0.052
H -2.474 1.128 -2.300 -0.065 -0.091 0.043
H -3.017 -0.185 -3.368 -0.030 0.055 0.048
H -3.814 0.042 -1.795 0.018 -0.030 -0.011
H -2.909 0.814 0.115 -0.078 0.120 -0.099
H -1.836 1.075 3.669 0.058 -0.017 0.045
H -3.209 1.437 2.584 0.040 0.065 0.037
H 0.312 1.746 2.970 -0.216 0.006 -0.217
H -0.471 2.526 -0.528 -0.124 0.019 0.048
H 0.341 0.093 -4.527 -0.068 0.171 -0.172
H 1.781 -0.248 -3.542 0.203 -0.059 0.008
H 0.148 -0.481 -2.852 -0.084 -0.081 0.111
H 3.275 0.998 -1.835 0.161 -0.053 -0.078
H 4.005 0.742 0.533 0.058 -0.022 0.042
H -0.385 -0.767 3.151 0.085 0.012 0.121
H 2.165 -3.248 2.881 -0.042 0.053 0.055
H 1.778 -1.538 3.184 -0.045 -0.045 -0.012
H 0.575 -2.812 3.550 0.014 0.020 -0.028
H 0.621 -4.075 -1.900 -0.022 -0.030 0.064
H 1.499 -3.602 -0.421 -0.128 -0.039 -0.079
H -0.174 -4.201 -0.312 0.000 0.023 -0.007

(6)
23
Properties=species:S:1:pos:R:3:forces:R:3 method="wB97M-V/def2-TZVPD" orbital_gap_ev=9.31 lumo_ev=0.94 smiles=NCCNCCN.O
N 1.919 0.517 1.791 -0.408 0.037 0.137
C 2.125 1.142 0.490 -0.895 -0.025 -1.085
C 0.780 1.358 -0.216 0.208 0.635 0.927
N 0.129 0.167 -0.693 -0.464 0.080 0.119
C -1.191 0.451 -1.275 1.338 -0.504 -1.680
C -1.811 -0.896 -1.640 -1.731 -0.418 1.574
N -2.413 -1.549 -0.466 0.426 -0.930 -0.527
H 2.742 0.424 2.370 0.217 0.050 -0.232
H 1.274 1.112 2.304 0.037 -0.091 0.130
H 2.646 0.490 -0.217 0.575 0.070 0.510
H 2.541 2.157 0.517 0.530 -0.314 0.223
H 0.172 1.968 0.480 -0.344 -0.187 0.130
H 0.992 2.087 -1.004 -0.153 -0.419 -0.505
H -0.004 -0.548 0.031 0.278 0.570 -0.154
H -0.985 0.964 -2.223 -0.127 0.314 0.080
H -1.799 1.119 -0.656 -0.324 -0.328 0.102
H -1.102 -1.607 -2.052 0.506 0.299 -0.003
H -2.632 -0.901 -2.359 0.166 0.793 -0.261
H -3.252 -1.169 -0.072 0.111 0.307 0.046
H -1.765 -1.936 0.200 -0.092 0.293 0.239
O 0.176 -1.747 1.590 -0.343 -0.382 0.044
H 0.628 -2.580 1.400 0.118 0.486 0.125
H 0.830 -1.022 1.701 0.369 -0.334 0.059

(7)
18
Properties=species:S:1:pos:R:3:forces:R:3 method="wB97M-V/def2-TZVPD" total_charge=+1 orbital_gap_ev="2.52 / 2.65" lumo_ev="-9.50 / -9.37" spin_multiplicity=6
Mn -27.832 -4.124 -7.972 2.523 2.398 1.086
N -26.025 -1.742 -6.717 -1.034 3.010 4.470
O -25.526 -0.666 -6.976 0.266 -1.427 -1.641
O -26.463 -1.950 -5.581 -0.099 -1.046 -0.884
O -26.178 -2.676 -7.591 -1.673 -2.974 -3.062
C -24.279 2.873 -7.105 0.054 -1.561 0.778
C -23.381 1.736 -6.564 0.551 -0.653 -0.767
C -22.570 1.017 -7.698 0.899 2.773 1.794
O -21.223 1.444 -7.297 1.113 -1.578 -1.972
C -21.142 1.973 -6.081 1.104 -0.253 0.960
O -20.176 2.176 -5.391 -0.521 -0.219 -1.445
O -22.354 2.214 -5.678 -2.773 0.958 1.185
H -23.682 3.629 -7.609 -0.005 0.187 0.333
H -24.903 3.215 -6.281 0.197 0.610 -0.121
H -24.964 2.447 -7.840 0.039 -0.085 -0.065
H -23.833 0.910 -6.020 -0.898 0.635 0.188
H -22.767 1.564 -8.616 0.011 -0.808 -0.444
H -22.686 -0.061 -7.668 0.245 0.031 -0.395